Model a:
# C2H7OS

A 2-piece molecular cluster, C2H7OS overall (ωB97M-V with the def2-TZVPD basis set, OMol25).

## Properties
**LUMO level**: 0.1448 Ha

Geometry as ORCA input:
```
! wB97M-V def2-TZVPD RIJCOSX def2/J DEFGRID3
* xyz -1 1
H -1.91626 -0.25354 -1.39560
H 0.23862 1.59318 0.08776
H 1.00988 0.48593 -1.17996
O 2.83694 0.75191 1.07766
C 0.49944 0.59036 -0.22755
H -2.76200 -0.27732 0.18368
H 1.83576 0.56008 0.58141
S -0.34230 -0.77644 0.38583
H -2.36893 -1.82474 -0.61758
C -2.05125 -0.79213 -0.46240
H 3.02011 -0.05730 1.56674
*
```

Results of the Löwdin charge analysis, in e, for atoms 1 through 5: -0.002 -0.028 -0.030 -0.294 -0.669

---

Model b:
# C2H7OS

A 2-piece molecular cluster, C2H7OS overall (ωB97M-V with the def2-TZVPD basis set, OMol25).

## Properties
**LUMO level**: 0.1548 Ha

Geometry as ORCA input:
```
! wB97M-V def2-TZVPD RIJCOSX def2/J DEFGRID3
* xyz -1 1
H -0.54492 0.17669 -0.87748
O -0.15828 -2.55793 -1.22128
S 2.11941 -0.00692 0.56045
H 0.75358 1.76776 1.39641
H 0.05116 -0.04304 1.54032
H -0.23785 1.81108 -0.77140
H -1.50617 1.13404 0.40814
H -0.89101 -1.90243 -1.20833
C 0.46025 0.81079 0.99621
H 0.54381 -2.17330 -0.67431
C -0.58999 0.98325 -0.14873
*
```

Results of the Löwdin charge analysis, in e, for atoms 1 through 5: 0.019 -0.121 -0.004 0.004 -0.002

---

Model c:
# C2H7OS

A 2-piece molecular cluster, C2H7OS overall (ωB97M-V with the def2-TZVPD basis set, OMol25).

## Properties
**LUMO level**: 0.1526 Ha

Geometry as ORCA input:
```
! wB97M-V def2-TZVPD RIJCOSX def2/J DEFGRID3
* xyz -1 1
H -1.92085 -0.41068 1.09362
H 2.87538 -0.69076 -2.49325
H 0.43780 0.88934 -0.30568
H 0.07666 1.34011 1.33332
C -0.04055 0.52511 0.60829
S 2.02582 -1.39836 -1.70734
H 1.17079 -0.94296 0.32751
O 0.61429 -0.61855 1.07243
C -1.53083 0.26678 0.33566
H -2.05493 1.22407 0.38239
H -1.65358 -0.18410 -0.64694
*
```

Results of the Löwdin charge analysis, in e, for atoms 1 through 5: 0.060 -0.447 0.077 0.092 -0.391

---

Model d:
# C2H7OS

A 2-piece molecular cluster, C2H7OS overall (ωB97M-V with the def2-TZVPD basis set, OMol25).

## Properties
**LUMO level**: 0.1367 Ha

Geometry as ORCA input:
```
! wB97M-V def2-TZVPD RIJCOSX def2/J DEFGRID3
* xyz -1 1
H 0.32351 -0.01997 1.26711
O 1.47500 -0.21132 -0.11899
H -1.88794 -1.02928 0.37546
S -1.62001 0.23572 -0.03849
C 2.16508 -0.77995 -1.16403
H -0.14529 1.72474 1.09656
H 2.80978 -0.08629 -1.72123
H 1.48892 -1.24213 -1.94596
C -0.53535 0.69051 1.33236
H 2.81004 -1.60891 -0.83963
H -1.05717 0.71756 2.32551
*
```

Results of the Löwdin charge analysis, in e, for atoms 1 through 5: -0.020 -0.470 -0.170 0.547 -0.444

---

On energetic grounds, model c is preferred over the next structure by 64.7 kJ/mol.